Molecular formula: FH3Si
Method: DFT, wB97M-V/def2-TZVPD

Atoms and positions in Å:
1 F -1.369 -0.615 -0.292
2 Si 0.035 0.018 0.007
3 H 1.042 -0.796 -0.693
4 H 0.287 -0.014 1.457
5 H 0.005 1.407 -0.479

* molar mass: 50.108 g mol⁻¹
* energy above the lowest of the compared OMol25 structures with the same formula, charge and spin: 0.0 kJ/mol
* HOMO energy: -12.05 eV
* calculated total energy: -10644.71537 eV
* frontier orbital gap: 13.1 eV
* structure (SMILES): F[SiH3]

How positive or negative is each atom? The natural (NBO) charges in e answer that: -0.65, 1.31, -0.22, -0.22, -0.22